13 unconnected molecules or ions with the total composition C52H104O25, computed with wB97M-V/def2-TZVPD.

```
! wB97M-V def2-TZVPD RIJCOSX def2/J DEFGRID3
* xyz 0 1
O -3.843 5.037 1.412
O -2.856 -4.437 -1.760
O -2.737 4.209 4.481
O 0.413 -0.593 -0.155
O -4.425 -3.435 -0.474
O -3.754 4.856 -4.872
O 4.412 -6.398 -0.689
O -4.835 5.069 -2.900
O -2.098 3.126 6.355
O 5.209 -0.972 -2.264
O 5.322 -7.842 0.798
O -0.936 0.987 0.538
O 1.192 -1.524 4.769
O -2.511 5.629 -0.250
O -4.558 1.375 -3.220
O -2.537 6.857 1.584
O -2.954 4.034 -2.950
O -4.834 -5.258 -1.724
O 2.282 -0.309 -5.499
O -0.379 0.804 -1.664
O 3.960 0.846 1.186
O 4.674 -5.912 1.485
O -1.827 5.348 6.070
O 2.269 4.849 -0.679
O 0.473 -5.476 1.043
C 4.004 -4.668 1.287
C 1.410 0.571 -4.777
C -0.873 -3.418 -2.588
C -0.332 0.452 -0.519
C -3.859 4.653 -3.691
C 3.916 -0.989 -1.685
C 0.685 -7.763 0.644
C 0.215 -1.277 1.093
C -5.321 1.763 -2.084
C 0.061 -0.169 -4.653
C -6.820 4.516 -4.206
C 1.014 -0.321 5.469
C -5.165 0.631 -1.048
C -3.092 2.973 3.881
C -1.468 6.912 7.858
C 0.880 -6.086 2.291
C 1.427 -2.212 1.166
C 0.492 -7.561 2.147
C -3.663 0.330 -2.826
C 1.554 -1.449 -5.925
C 6.691 -9.776 0.267
C -3.051 7.185 2.886
C 4.778 -6.698 0.418
C -0.221 6.644 0.012
C -1.823 2.079 0.364
C 3.174 -2.230 -2.225
C -1.275 5.489 7.366
C -1.928 3.319 -3.644
C 2.162 3.684 -2.725
C -0.041 -2.234 4.660
C -1.100 -1.242 5.187
C -4.072 -4.284 -1.251
C 3.622 0.800 2.598
C -6.008 5.600 -3.526
C 5.248 1.375 0.980
C 4.179 -2.872 -3.195
C 4.927 1.261 3.274
C 6.012 0.954 2.241
C -1.814 -3.500 -1.409
C 5.630 -8.782 -0.224
C -6.202 -5.205 -1.377
C -3.024 5.790 0.963
C 2.002 3.459 -0.376
C -4.421 -0.460 -1.782
C 0.092 -1.039 -5.910
C 2.559 2.755 -1.599
C 2.351 5.051 -2.077
C -0.416 0.123 5.179
C -2.201 4.128 5.695
C -1.494 6.493 -0.798
C 0.028 -6.478 0.147
C 5.120 -1.703 -3.483
H -6.138 0.267 -0.711
H 3.258 5.585 -2.389
H 2.321 1.697 -1.721
H 4.598 -3.942 0.728
H -1.237 -1.505 6.242
H 6.336 -0.084 2.249
H 1.765 0.414 5.170
H -2.277 2.250 3.891
H -0.952 7.667 7.264
H -3.934 2.504 4.397
H 0.605 6.964 -0.621
H -0.010 5.655 0.413
H -0.190 -0.476 -6.801
H 0.910 3.430 -0.289
H 3.377 -0.081 -1.983
H -0.542 -7.670 2.481
H 1.508 -2.695 2.139
H -4.636 0.905 -0.135
H -5.037 2.730 -1.662
H -0.751 0.557 -4.630
H -1.993 7.397 -1.158
H -1.339 -2.978 -3.469
H -1.644 4.811 8.131
H 0.484 -5.642 3.203
H -0.121 -3.131 5.279
H -6.783 -5.796 -2.080
H -3.428 3.203 2.875
H -0.189 5.366 7.294
H 4.855 2.329 3.474
H 3.318 -0.225 2.807
H 2.802 1.512 2.708
H 0.396 -6.233 -0.852
H -0.163 -2.498 3.609
H 1.920 -1.762 -6.903
H 6.521 -10.054 1.301
H -1.314 3.007 0.098
H -4.142 7.192 2.843
H 2.907 -2.889 -1.401
H -0.307 7.415 0.773
H -6.143 3.934 -4.834
H -1.282 5.983 -1.743
H -0.848 0.794 5.916
H -0.009 -2.820 -2.280
H 4.740 -9.364 -0.472
H -2.076 -1.346 4.716
H 1.589 5.764 -2.429
H 3.679 -3.191 -4.109
H -2.215 -2.525 -1.146
H -5.734 6.441 -4.164
H -2.773 6.413 3.600
H -2.525 7.185 7.906
H -6.556 6.027 -2.685
H -0.566 -1.907 -5.844
H -1.295 -3.945 -0.558
H 2.530 3.187 0.535
H 1.747 -7.630 0.413
H 1.255 1.450 -5.413
H 6.126 -1.997 -3.787
H -7.203 3.804 -3.473
H -2.402 2.586 -4.300
H -6.571 -4.182 -1.338
H 5.220 2.472 0.921
H 5.058 0.733 4.222
H -2.657 8.177 3.067
H -2.568 1.905 -0.413
H 2.818 3.464 -3.569
H -1.074 6.981 8.873
H -3.318 -0.251 -3.683
H 1.695 -2.287 -5.228
H -0.643 -1.946 1.023
H -5.010 -1.229 -2.286
H 5.961 -8.299 -1.142
H -6.369 1.804 -2.390
H -3.713 -1.029 -1.178
H -1.048 -6.669 0.053
H 3.845 -4.265 2.283
H 0.245 -0.603 1.945
H 3.636 2.698 -1.404
H 5.686 1.016 0.048
H -2.731 0.727 -2.406
H 2.326 -1.916 -2.834
H 4.731 -3.698 -2.749
H -1.370 4.087 -4.177
H 1.846 0.869 -3.825
H -0.467 0.545 4.171
H 3.085 -4.861 0.736
H -2.409 2.331 1.242
H 1.220 -3.016 0.455
H -0.444 -4.373 -2.895
H 0.042 -0.771 -3.745
H 0.304 -8.700 0.251
H 7.696 -9.370 0.137
H -6.387 -5.651 -0.396
H 1.971 -6.071 2.359
H -7.677 4.892 -4.761
H 6.645 -10.569 -0.481
H 2.339 -1.700 0.866
H 1.146 -8.236 2.700
H -1.364 2.719 -2.933
H 6.874 1.614 2.354
H 1.124 3.594 -3.048
H 3.919 -0.949 -0.596
H 4.750 -1.063 -4.295
H 1.171 -0.408 6.556
*
```

Calculated values
ΔE to the lowest compared entry with this formula, charge and spin (kJ/mol): 0.00
E_LUMO (eV): 0.51

A molecular structure, C11H24B3BrO8S, computed with wB97M-V/def2-TZVPD.

```
! wB97M-V def2-TZVPD RIJCOSX def2/J DEFGRID3
* xyz 0 1
Br 3.348 2.751 -2.654
S -4.962 1.424 0.953
O 0.526 1.261 -2.351
O 1.547 2.410 3.034
O -0.305 2.497 1.830
O -0.941 -1.853 -0.470
O 0.564 -1.094 -2.240
O -0.202 -3.111 1.890
O -3.615 1.977 0.651
O -1.429 0.061 -1.717
C 2.783 0.088 -1.710
C 1.762 -2.437 0.709
C 0.541 1.920 2.719
C -5.076 1.261 2.739
C 3.758 0.841 -2.617
C 0.216 2.260 0.503
C -4.891 -0.337 0.603
C -0.908 2.335 -0.547
C -0.370 -3.169 -0.479
C 0.556 -3.348 0.706
C 5.162 0.701 -2.034
B -0.642 1.188 -1.568
B -0.585 -1.020 -1.469
B 1.260 0.126 -2.129
H 0.129 -2.320 2.327
H -1.866 2.267 -0.033
H -0.788 3.281 -1.070
H 3.736 0.395 -3.601
H -5.087 2.260 3.169
H 0.072 -3.445 -1.429
H 2.892 0.423 -0.679
H 5.870 1.313 -2.569
H -4.039 -0.781 1.119
H -4.214 0.710 3.114
H 1.502 -1.392 0.607
H 3.094 -0.950 -1.725
H 5.117 0.944 -0.983
H 2.471 -2.779 -0.035
H 0.860 -4.388 0.768
H -6.000 0.743 2.996
H -4.773 -0.462 -0.471
H -1.194 -3.852 -0.308
H 0.245 0.957 3.153
H 2.249 -2.548 1.672
H 0.627 1.239 0.491
H 1.033 2.936 0.293
H 5.407 -0.356 -2.082
H -5.821 -0.807 0.927
*
```

Calculated values
E_LUMO (eV): 0.43

A molecular structure, C5H11N, computed with wB97M-V/def2-TZVPD.

```
! wB97M-V def2-TZVPD RIJCOSX def2/J DEFGRID3
* xyz 0 1
N -0.694 0.582 -0.245
C -0.808 1.482 0.877
C 1.904 -0.942 -0.210
C -1.710 -0.438 -0.416
C 0.970 0.184 -0.652
C 0.240 0.481 1.126
H 0.634 -0.116 -1.668
H -2.550 -0.039 -0.997
H 1.477 1.141 -0.744
H -1.282 -1.280 -0.973
H 1.333 -1.834 0.073
H -0.162 -0.407 1.635
H 2.516 -0.647 0.644
H -2.090 -0.818 0.543
H 2.540 -1.227 -1.059
H -0.559 2.525 0.676
H -1.761 1.355 1.390
*
```

Calculated values
ΔE to the lowest compared entry with this formula, charge and spin (kJ/mol): 559.93
E_LUMO (eV): 1.07

A molecular structure, C34H70F12KN2O23S4, computed with wB97M-V/def2-TZVPD.

```
! wB97M-V def2-TZVPD RIJCOSX def2/J DEFGRID3
* xyz -1 1
K -0.258 3.443 3.272
S -2.586 3.622 -2.390
S -4.224 9.962 4.859
S -5.136 9.929 7.293
S -1.755 1.177 -2.504
F -4.984 2.505 -2.674
F -4.923 4.682 -3.264
F -4.879 9.344 9.898
F -2.836 -0.672 -0.742
F -4.063 7.727 8.647
F -3.608 10.707 2.317
F -1.488 -1.427 -2.262
F -4.921 4.078 -1.079
F -0.649 -0.459 -0.565
F -3.339 12.308 3.760
F -2.925 9.549 8.862
F -1.898 10.680 3.694
O 5.276 -11.581 -2.443
O -5.589 10.068 4.329
O 3.053 -8.458 1.283
O -0.379 1.311 -2.975
O -9.850 -3.577 0.290
O -5.939 8.855 6.684
O 3.226 2.772 2.515
O -10.038 -1.242 2.132
O 7.179 -6.692 3.396
O 0.967 10.878 -6.819
O -5.949 10.987 7.870
O -0.021 0.275 5.741
O 2.558 0.582 4.125
O 6.580 -6.816 -2.614
O -2.711 0.918 -3.547
O 0.499 13.940 -6.266
O 6.449 -9.442 -3.866
O -8.422 -2.572 -1.883
O -3.768 8.606 4.703
O 1.845 7.658 -8.419
O -2.154 4.729 -1.568
O 4.418 -7.363 3.554
O -2.183 3.682 -3.734
N -3.935 10.625 6.247
N -2.242 2.219 -1.426
C -0.111 12.775 -5.639
C 5.498 -5.994 -2.535
C 1.542 9.604 -6.877
C 2.377 -8.387 2.507
C 6.263 -8.258 -4.577
C 4.818 -12.583 -1.550
C 1.192 8.959 -8.214
C 1.471 6.569 -7.672
C -1.414 -0.118 5.749
C 4.100 1.633 2.442
C 2.218 -8.559 0.150
C -9.140 -0.237 2.756
C 6.069 -11.915 -3.628
C -8.068 -2.527 -3.241
C -4.159 9.072 8.771
C 6.163 -10.683 -4.551
C 7.037 -7.149 -3.936
C 0.738 -0.745 5.041
C -9.687 -2.544 2.522
C 5.129 -7.241 4.789
C 0.735 11.461 -5.568
C 3.939 0.703 3.740
C -8.457 -4.011 0.147
C -1.699 -0.408 -1.420
C -10.343 -3.672 1.652
C 6.389 -6.317 4.601
C -0.084 15.179 -5.786
C 3.368 3.825 1.629
C -4.557 3.730 -2.338
C -8.044 -3.870 -1.327
C 2.249 -0.485 5.028
C -3.201 11.006 3.598
C 8.121 -5.748 3.018
C 3.427 -8.369 3.671
H -8.155 -0.674 2.592
H -11.430 -3.625 1.724
H 0.196 10.735 -4.959
H -0.190 13.063 -4.591
H 0.119 8.791 -8.301
H 1.391 -9.252 0.309
H 2.718 -8.908 -0.754
H -1.525 -1.098 6.213
H 1.766 6.694 -6.630
H -1.095 12.583 -6.067
H 4.297 -12.234 -0.658
H 1.472 9.631 -9.025
H 0.265 15.452 -4.790
H 0.642 -1.748 5.456
H 2.652 4.597 1.912
H 2.795 -8.219 4.547
H 5.610 -13.301 -1.338
H -9.248 -0.084 3.830
H 7.717 -4.834 2.583
H -7.695 -3.585 0.800
H -8.524 -4.724 -1.805
H 1.675 11.554 -5.025
H 2.611 9.752 -7.025
H 4.345 4.292 1.750
H 8.840 -6.160 2.309
H -8.641 -2.740 2.757
H 1.425 8.852 -6.097
H 6.977 -6.234 -4.526
H 3.828 1.143 1.507
H 4.535 1.146 4.538
H -8.230 -5.013 0.511
H -1.174 15.201 -5.776
H 0.334 -0.920 4.044
H 0.390 6.458 -7.758
H 1.740 -9.271 2.522
H 1.819 -7.565 -0.053
H 4.611 -6.520 -2.890
H -6.955 -3.900 -1.368
H 1.851 5.754 -8.289
H 3.988 -13.094 -2.040
H 5.351 -5.635 -1.516
H -10.205 -2.735 3.462
H 5.413 -12.674 -4.055
H 2.687 -1.405 4.641
H 7.089 -6.224 5.431
H -10.222 -4.680 2.048
H 5.419 -8.268 5.013
H -9.251 0.687 2.189
H -8.848 -3.109 -3.731
H 0.316 16.039 -6.322
H 4.380 -6.856 5.480
H -8.256 -1.487 -3.510
H 5.717 -5.113 -3.138
H 7.060 -12.369 -3.629
H 8.084 -7.438 -3.847
H 5.116 2.027 2.408
H 5.210 -8.044 -4.759
H -1.704 -0.054 4.701
H 5.196 -10.629 -5.053
H 5.997 -5.308 4.471
H 4.477 -0.218 3.517
H 2.824 -0.375 5.948
H 3.879 -9.350 3.819
H -7.037 -2.776 -3.494
H 8.778 -5.538 3.861
H -1.965 0.590 6.369
H 3.256 3.572 0.575
H 1.714 -7.523 2.548
H 6.647 -8.409 -5.586
H 6.853 -10.901 -5.366
*
```

Calculated values
ΔE to the lowest compared entry with this formula, charge and spin (kJ/mol): 256.90
E_LUMO (eV): 0.01

C3H6N4O in the gas phase, computed with wB97M-V/def2-TZVPD.

```
! wB97M-V def2-TZVPD RIJCOSX def2/J DEFGRID3
* xyz 0 1
O 1.644 1.599 -0.035
N -0.546 -1.141 0.138
N -2.670 -0.067 -0.070
N -1.263 -0.102 -0.015
N 2.096 -1.410 -0.212
C 0.808 -0.660 0.139
C -0.634 1.015 -0.015
C 0.653 0.739 0.018
H -3.199 -0.514 0.837
H 1.891 -2.389 -0.176
H -1.253 1.949 -0.267
H 2.734 -1.093 0.707
H 1.266 2.557 0.243
H -2.869 -0.827 -0.799
*
```

Calculated values
ΔE to the lowest compared entry with this formula, charge and spin (kJ/mol): 427.28
E_LUMO (eV): 0.69

2 unconnected molecules or ions with the total composition CHNO4S2, computed with wB97M-V/def2-TZVPD.

```
! wB97M-V def2-TZVPD RIJCOSX def2/J DEFGRID3
* xyz 0 1
S 0.210 0.185 -0.331
S -2.134 0.470 1.761
O -0.855 -0.260 1.922
O 1.221 0.865 -1.379
O -0.818 -0.575 -0.911
O -2.025 1.744 1.123
N 1.939 -2.140 0.181
C 1.387 -1.158 -0.015
H 1.075 0.868 -2.350
*
```

Calculated values
ΔE to the lowest compared entry with this formula, charge and spin (kJ/mol): 17.20
E_LUMO (eV): -1.83

A molecular structure, C23H37ClN2Tc, computed with wB97M-V/def2-TZVPD.

```
! wB97M-V def2-TZVPD RIJCOSX def2/J DEFGRID3
* xyz -2 4
Tc 0.285 -0.967 2.135
Cl -1.149 1.136 1.519
N -2.252 0.916 -2.349
N -0.729 2.473 -2.208
C -0.011 3.971 -0.296
C -3.742 -0.004 -0.491
C 2.148 -1.895 -2.131
C -2.946 -0.345 -1.734
C 2.978 -2.866 -1.550
C 1.395 2.128 -0.785
C 1.335 -1.057 -1.299
C 0.559 -0.733 4.246
C 1.174 3.944 -2.478
C -0.978 1.190 -2.196
C 1.304 -1.898 5.026
C -3.820 -0.880 -2.827
C 1.339 -1.221 0.106
C 2.311 -2.050 0.640
C -1.988 -1.425 -1.254
C 3.764 -3.856 -2.371
C 0.226 0.518 5.117
C 3.069 -2.922 -0.157
C -0.880 -1.306 3.934
C -2.691 2.011 -3.087
C -1.765 2.951 -3.004
C 1.655 -0.398 3.145
C 0.462 3.120 -1.453
H -1.639 -1.299 -0.218
H 2.461 -2.054 1.723
H 3.115 -4.640 -2.780
H -4.367 -0.868 -0.233
H 0.672 -0.306 -1.766
H -1.377 -1.812 4.764
H -0.822 -2.183 3.114
H 0.511 4.707 -2.894
H 2.160 -1.826 -3.238
H -4.311 -1.782 -2.458
H -1.634 -0.586 3.589
H 1.628 1.211 -1.306
H 2.324 -1.508 5.191
H 1.403 -2.717 4.265
H 1.168 1.052 5.207
H -1.705 3.933 -3.442
H -0.212 3.352 0.576
H -0.231 0.325 6.104
H -3.074 0.175 0.360
H -4.413 0.849 -0.608
H -3.188 -1.149 -3.679
H 4.511 -4.347 -1.739
H -2.577 -2.358 -1.196
H -3.633 1.970 -3.607
H 0.854 -2.276 5.962
H 2.373 2.615 -0.649
H 4.277 -3.374 -3.209
H -1.128 -1.641 -1.890
H 2.557 -0.112 3.769
H -4.574 -0.138 -3.110
H 0.803 4.647 -0.023
H 1.056 1.839 0.214
H -0.435 1.140 4.503
H 2.028 4.429 -2.011
H 1.551 3.300 -3.275
H 3.706 -3.675 0.312
H -0.891 4.572 -0.519
*
```

Calculated values
ΔE to the lowest compared entry with this formula, charge and spin (kJ/mol): 0.00
<S²>: 3.79
E_LUMO (alpha / beta) (eV): 4.62 / 4.50